DFT (ωB97M-V/def2-TZVPD) results for a cluster of 2 separate species, C35H40O4S2 in total in a non-equilibrium geometry.

E_LUMO = -2.62 eV
Maximum force = 0.033 Eh/bohr
Orbital gap = 4.16 eV

```
! wB97M-V def2-TZVPD RIJCOSX def2/J DEFGRID3
* xyz 0 1
C -2.035 -6.073 -0.933
C -1.775 -4.781 -0.229
C -2.855 -4.011 0.184
C -2.683 -2.792 0.837
C -3.933 -2.073 1.259
C -1.385 -2.291 1.052
C -1.159 -0.923 1.683
C -1.243 -0.991 3.218
C -2.047 0.247 1.133
C -2.276 0.230 -0.321
C -2.179 1.343 -1.172
C -1.461 1.237 -2.424
C -0.491 0.121 -2.693
C -1.664 2.195 -3.400
C -2.463 3.324 -3.167
C -2.771 4.280 -4.271
C -2.937 3.537 -1.870
C -2.787 2.606 -0.853
C -3.354 2.904 0.498
C -0.282 -3.116 0.730
C 1.142 -2.746 1.060
C -0.490 -4.322 0.067
H -1.100 -6.574 -1.191
H -2.630 -6.747 -0.302
H -2.611 -5.907 -1.854
H -3.877 -4.353 0.000
H -3.890 -1.679 2.283
H -4.192 -1.256 0.566
H -4.769 -2.784 1.221
H -0.128 -0.628 1.440
H -0.583 -1.784 3.592
H -0.928 -0.045 3.681
H -2.264 -1.213 3.559
H -3.034 0.268 1.631
H -1.538 1.184 1.426
H -2.332 -0.758 -0.782
H -0.148 0.202 -3.732
H 0.402 0.193 -2.055
H -0.930 -0.872 -2.551
H -1.191 2.046 -4.376
H -3.484 5.032 -3.930
H -1.873 4.794 -4.634
H -3.208 3.743 -5.120
H -3.484 4.457 -1.668
H -3.887 3.861 0.457
H -4.089 2.154 0.817
H -2.576 2.990 1.269
H 1.799 -3.586 0.794
H 1.501 -1.869 0.499
H 1.291 -2.544 2.131
H 0.368 -4.933 -0.207
C -9.193 -3.869 -3.761
C -7.795 -3.857 -3.737
C -7.101 -2.651 -3.577
C -7.812 -1.449 -3.439
S -6.980 0.151 -3.313
C -6.445 0.386 -1.718
S -6.570 1.897 -0.927
C -8.049 2.846 -1.351
C -7.996 3.745 -2.428
C -9.063 4.615 -2.654
C -10.198 4.561 -1.834
C -10.239 3.670 -0.758
C -9.158 2.816 -0.503
O -6.587 1.598 0.500
O -5.588 2.831 -1.469
O -5.839 0.059 -4.202
O -8.064 1.076 -3.617
C -9.206 -1.464 -3.486
C -9.899 -2.665 -3.640
H -9.738 -4.809 -3.883
H -7.245 -4.799 -3.839
H -6.013 -2.635 -3.553
H -6.285 -0.495 -1.093
H -7.127 3.766 -3.088
H -8.997 5.325 -3.481
H -11.040 5.226 -2.033
H -11.109 3.629 -0.103
H -9.155 2.120 0.338
H -9.759 -0.531 -3.397
H -10.989 -2.649 -3.660
*
```

***

DFT (ωB97M-V/def2-TZVPD) results for a structure of composition C35H41CoN4SeSi in a non-equilibrium geometry.

ΔE to the lowest compared entry with this formula, charge and spin = 0.000 eV
⟨S²⟩ = 3.783
E_LUMO (spin up / spin down) = 2.50 / 2.50 eV
Maximum force = 0.024 Eh/bohr
Orbital gap (spin up / spin down) = 4.82 / 5.43 eV

```
! wB97M-V def2-TZVPD RIJCOSX def2/J DEFGRID3
* xyz -1 4
Co -0.107 0.002 0.503
C 0.880 1.568 1.313
Si 1.569 0.563 2.699
C 2.340 -1.012 1.926
N 1.423 -1.604 0.914
C 0.589 -2.696 1.501
C 0.794 -4.052 0.828
C 2.280 -4.396 0.722
C 3.060 -3.268 0.013
C 2.156 -2.065 -0.270
C 2.981 1.489 3.581
C 4.162 1.788 2.896
C 5.105 2.661 3.416
C 4.885 3.268 4.645
C 3.725 2.981 5.349
C 2.788 2.103 4.821
C 0.324 0.132 4.052
C -0.888 0.822 4.108
C -1.792 0.607 5.138
C -1.501 -0.317 6.133
C -0.307 -1.023 6.088
C 0.596 -0.793 5.059
H 1.696 1.912 0.666
H 0.310 2.436 1.652
H 2.650 -1.764 2.663
H 3.256 -0.684 1.423
H -0.465 -2.418 1.435
H 0.834 -2.793 2.562
H 0.332 -4.055 -0.162
H 0.276 -4.803 1.428
H 2.404 -5.341 0.188
H 2.669 -4.545 1.733
H 3.479 -3.613 -0.935
H 3.903 -2.950 0.630
H 1.435 -2.313 -1.050
H 2.748 -1.234 -0.654
H 4.341 1.337 1.924
H 6.008 2.882 2.857
H 5.611 3.965 5.048
H 3.546 3.452 6.310
H 1.882 1.887 5.378
H -1.133 1.527 3.321
H -2.726 1.154 5.161
H -2.204 -0.491 6.939
H -0.080 -1.750 6.859
H 1.532 -1.345 5.046
C -3.066 -1.786 2.410
C -3.781 -0.707 1.648
C -5.107 -0.413 1.908
C -5.795 0.566 1.195
C -5.116 1.278 0.210
C -3.786 1.032 -0.073
C -3.040 1.808 -1.116
C -3.062 0.013 0.634
N -1.788 -0.253 0.358
H -3.593 -2.029 3.336
H -2.050 -1.469 2.650
H -2.986 -2.701 1.810
H -5.624 -0.965 2.689
H -6.841 0.766 1.400
H -5.641 2.051 -0.347
H -3.663 2.584 -1.571
H -2.677 1.134 -1.898
H -2.152 2.270 -0.670
C 0.988 3.995 -1.218
N 0.192 3.276 -2.181
C 0.472 2.030 -2.646
Se 1.966 1.032 -2.380
N -0.557 1.677 -3.460
C -1.492 2.690 -3.534
C -2.671 2.820 -4.243
C -3.365 4.017 -4.096
C -2.898 5.029 -3.267
C -1.710 4.897 -2.553
C -1.012 3.712 -2.711
H 1.947 3.491 -1.128
H 0.498 3.997 -0.243
H 1.143 5.020 -1.556
H -0.626 0.753 -3.848
H -3.040 2.024 -4.876
H -4.290 4.158 -4.639
H -3.470 5.942 -3.171
H -1.358 5.683 -1.900
*
```

***

DFT (ωB97M-V/def2-TZVPD) results for a structure of composition C35H41CsF5N6O4PS2Te in a non-equilibrium geometry.

ΔE to the lowest compared entry with this formula, charge and spin = 2.080 eV
E_LUMO = 3.75 eV
Maximum force = 0.058 Eh/bohr
Orbital gap = 5.27 eV

```
! wB97M-V def2-TZVPD RIJCOSX def2/J DEFGRID3
* xyz -2 1
Cs -0.434 0.622 -0.230
O -0.444 -1.643 3.067
N 0.677 -2.151 2.388
C 0.256 -2.816 1.392
C 1.143 -3.615 0.505
C 2.428 -3.937 0.949
C 3.267 -4.722 0.183
C 2.830 -5.209 -1.045
C 1.563 -4.890 -1.495
C 0.702 -4.084 -0.743
P -0.999 -3.644 -1.353
C -1.560 -5.363 -1.764
C -1.435 -5.974 -3.010
C -1.856 -7.286 -3.204
C -2.411 -8.008 -2.155
C -2.552 -7.407 -0.911
C -2.137 -6.095 -0.723
C -0.678 -2.980 -3.030
C 0.566 -2.622 -3.538
C 0.674 -2.061 -4.808
C -0.457 -1.845 -5.575
C -1.711 -2.173 -5.066
C -1.818 -2.732 -3.804
H -0.273 -0.702 3.323
H -0.809 -2.811 1.186
H 2.749 -3.553 1.911
H 4.260 -4.963 0.542
H 3.479 -5.833 -1.649
H 1.231 -5.264 -2.456
H -1.014 -5.418 -3.840
H -1.748 -7.744 -4.180
H -2.737 -9.029 -2.309
H -2.996 -7.956 -0.088
H -2.263 -5.621 0.246
H 1.460 -2.734 -2.938
H 1.650 -1.761 -5.170
H -0.371 -1.387 -6.553
H -2.610 -1.955 -5.630
H -2.800 -2.954 -3.400
O 2.915 1.688 0.843
C 1.886 2.353 1.126
O 0.767 1.856 1.440
C 2.011 3.865 1.183
C 3.039 4.373 1.978
C 3.198 5.737 2.194
C 2.299 6.608 1.582
C 1.290 6.116 0.763
C 1.111 4.735 0.512
S -0.099 4.191 -0.630
H 3.724 3.665 2.437
H 3.998 6.109 2.826
H 2.391 7.679 1.735
H 0.607 6.800 0.273
C -2.539 -0.326 5.146
N -2.565 1.127 5.085
C -3.919 1.647 4.925
C -1.546 1.716 4.312
N -0.681 0.968 3.741
N -1.615 3.112 4.292
C -1.611 3.751 5.598
C -0.771 3.817 3.330
H -3.245 -0.652 5.912
H -1.542 -0.678 5.400
H -2.814 -0.781 4.186
H -4.430 1.169 4.079
H -3.901 2.715 4.743
H -4.498 1.447 5.829
H 0.043 1.470 3.218
H -2.182 3.165 6.317
H -2.054 4.746 5.520
H -0.587 3.867 5.982
H 0.290 3.792 3.608
H -1.089 4.860 3.293
H -0.861 3.399 2.332
S 2.061 0.064 -2.261
C 2.721 1.620 -2.409
N 2.208 2.501 -3.287
C 2.389 3.960 -3.241
C 3.331 4.352 -2.119
C 4.416 3.298 -2.000
N 3.837 1.986 -1.729
H 1.360 2.166 -3.712
H 1.417 4.421 -3.065
H 2.776 4.295 -4.208
H 2.779 4.393 -1.180
H 3.750 5.343 -2.310
H 5.117 3.530 -1.200
H 4.982 3.239 -2.936
H 3.743 1.733 -0.737
F -5.145 -0.259 -0.930
Te -3.679 0.395 -1.885
F -4.186 -0.807 -3.238
F -5.004 1.430 -2.730
F -2.594 1.262 -3.131
F -3.699 1.861 -0.730
O -2.420 -0.564 -1.099
*
```

***

DFT (ωB97M-V/def2-TZVPD) results for a structure of composition C35H41MnN5O4 in a non-equilibrium geometry.

ΔE to the lowest compared entry with this formula, charge and spin = 0.338 eV
⟨S²⟩ = 3.836
E_LUMO (spin up / spin down) = -6.94 / -7.15 eV
Maximum force = 0.036 Eh/bohr
Orbital gap (spin up / spin down) = 6.37 / 6.16 eV

```
! wB97M-V def2-TZVPD RIJCOSX def2/J DEFGRID3
* xyz 2 4
Mn -0.012 -0.038 0.084
O -3.809 1.913 -0.128
C -3.521 2.766 0.894
C -4.351 3.870 1.040
C -4.112 4.786 2.043
C -3.035 4.624 2.921
C -2.207 3.539 2.775
C -2.433 2.594 1.758
C -1.495 1.495 1.574
O -1.707 0.574 0.607
N -0.413 1.431 2.285
N 0.301 0.297 1.899
C 0.938 -0.411 2.771
C 1.311 -1.757 2.525
C 2.084 -2.470 3.467
C 2.240 -3.822 3.351
C 1.589 -4.499 2.306
C 0.816 -3.830 1.383
C 0.679 -2.445 1.466
O -0.058 -1.817 0.548
H -3.216 1.149 -0.071
H -5.185 3.978 0.357
H -4.774 5.636 2.155
H -2.862 5.341 3.713
H -1.367 3.390 3.440
H 1.075 0.039 3.750
H 2.544 -1.931 4.289
H 2.834 -4.370 4.069
H 1.691 -5.574 2.224
H 0.310 -4.353 0.581
C 6.811 -1.550 0.074
C 6.203 -0.147 0.046
C 6.761 0.622 -1.164
C 6.575 0.589 1.344
C 4.692 -0.191 -0.090
C 3.993 -1.355 -0.397
C 2.617 -1.340 -0.469
N 1.913 -0.218 -0.293
C 2.577 0.949 -0.092
C 3.937 0.983 0.044
C 1.705 2.142 -0.167
C 2.118 3.441 -0.043
C 1.220 4.492 -0.273
C -0.060 4.142 -0.698
C -0.427 2.817 -0.774
N 0.423 1.832 -0.477
C 1.666 5.933 -0.108
C 2.589 6.272 -1.294
C 0.474 6.892 -0.101
C 2.440 6.086 1.211
H 7.886 -1.469 0.237
H 6.668 -2.079 -0.871
H 6.398 -2.155 0.886
H 7.848 0.676 -1.088
H 6.375 1.644 -1.208
H 6.511 0.120 -2.102
H 7.655 0.545 1.483
H 6.105 0.123 2.214
H 6.294 1.643 1.319
H 4.504 -2.292 -0.561
H 2.052 -2.239 -0.667
H 4.431 1.929 0.222
H 3.142 3.653 0.231
H -0.799 4.893 -0.937
H -1.433 2.526 -1.050
H 2.060 6.182 -2.246
H 3.465 5.619 -1.322
H 2.938 7.302 -1.196
H -0.036 6.923 -1.066
H 0.831 7.901 0.104
H -0.252 6.631 0.675
H 3.391 5.551 1.199
H 1.851 5.733 2.062
H 2.666 7.140 1.374
C -3.797 -1.477 -3.209
N -2.749 -1.314 -2.192
C -3.019 -1.918 -0.884
C -1.659 -0.661 -2.478
O -0.693 -0.422 -1.706
H -3.913 -2.532 -3.451
H -3.538 -0.927 -4.109
H -4.739 -1.097 -2.818
H -3.397 -2.926 -1.047
H -3.780 -1.344 -0.358
H -2.114 -1.966 -0.292
H -1.588 -0.310 -3.506
*
```

***

DFT (ωB97M-V/def2-TZVPD) results for a structure of composition C35H41N3NiO5P3S.

ΔE to the lowest compared entry with this formula, charge and spin = 0.497 eV
⟨S²⟩ = 2.004
E_LUMO (spin up / spin down) = -1.83 / -1.84 eV
Maximum force = 0.014 Eh/bohr
Orbital gap (spin up / spin down) = 8.16 / 8.14 eV

```
! wB97M-V def2-TZVPD RIJCOSX def2/J DEFGRID3
* xyz 1 3
Ni -0.038 0.250 -1.531
N 1.546 1.809 -1.034
C 1.544 3.206 -1.492
C 1.059 3.294 -2.938
C -0.427 2.973 -2.966
O -1.264 3.850 -3.138
O -0.743 1.737 -2.724
H 1.646 1.771 -0.028
H 2.331 1.305 -1.429
H 2.538 3.652 -1.408
H 0.867 3.775 -0.853
H 1.600 2.566 -3.549
H 1.216 4.295 -3.331
O -0.890 0.318 0.374
P -0.482 0.571 1.786
C 1.077 -0.295 2.223
P 1.457 -1.511 0.896
O 1.547 -0.837 -0.437
C 0.181 -2.764 1.014
C -0.522 -3.096 -0.138
C -1.543 -4.032 -0.069
C -1.843 -4.641 1.140
C -1.125 -4.324 2.289
C -0.113 -3.383 2.230
C 3.048 -2.235 1.347
C 4.144 -1.384 1.481
C 5.398 -1.903 1.754
C 5.562 -3.276 1.888
C 4.477 -4.127 1.746
C 3.218 -3.610 1.475
C -1.755 0.024 2.926
C -1.622 0.286 4.289
C -2.640 -0.066 5.157
C -3.790 -0.670 4.661
C -3.918 -0.932 3.305
C -2.900 -0.585 2.427
C -0.227 2.340 2.056
C -1.003 3.171 1.246
C -0.889 4.547 1.343
C -0.008 5.103 2.263
C 0.754 4.280 3.080
C 0.656 2.900 2.975
H 0.975 -0.793 3.188
H 1.908 0.412 2.279
H -0.269 -2.617 -1.076
H -2.112 -4.272 -0.957
H -2.644 -5.366 1.192
H -1.360 -4.812 3.225
H 0.447 -3.128 3.123
H 4.014 -0.314 1.358
H 6.247 -1.241 1.862
H 6.542 -3.682 2.102
H 4.609 -5.196 1.848
H 2.370 -4.272 1.355
H -0.727 0.774 4.662
H -2.542 0.137 6.215
H -4.590 -0.932 5.341
H -4.815 -1.405 2.926
H -2.993 -0.780 1.363
H -1.691 2.722 0.538
H -1.480 5.184 0.697
H 0.087 6.177 2.344
H 1.429 4.712 3.807
H 1.271 2.272 3.609
S -2.408 -0.902 -1.821
C -3.499 0.330 -1.429
N -3.297 1.587 -1.921
C -4.137 2.598 -1.684
C -5.255 2.382 -0.924
C -5.415 1.083 -0.421
N -4.577 0.095 -0.655
H -2.378 1.731 -2.429
H -3.863 3.547 -2.126
H -5.966 3.167 -0.719
H -6.264 0.842 0.211
C 1.561 -2.695 -4.887
P 1.418 -0.973 -4.361
C 0.712 -0.010 -5.718
C 3.126 -0.399 -4.145
O 0.603 -0.875 -3.111
H 2.233 -2.788 -5.740
H 0.578 -3.086 -5.144
H 1.959 -3.260 -4.044
H 1.454 0.194 -6.490
H 0.334 0.925 -5.305
H -0.125 -0.562 -6.145
H 3.724 -0.689 -5.009
H 3.536 -0.858 -3.245
H 3.152 0.686 -4.047
*
```